No. 1
108
Properties=species:S:1:pos:R:3:forces:R:3:lowdin_charge:R:1 method="wB97M-V/def2-TZVPD" homo_lumo_gap_ev="5.41 / 5.41" lumo_energy_ev="-6.35 / -6.35" charge=+2 relative_energy_kcal_mol=0.0
Au 1.115197 -1.198325 -0.382460 -0.22 -1.23 0.07 0.774
N 0.422575 0.652746 -1.181192 0.29 -0.44 0.29 -0.380
S 0.666340 1.859782 -0.340893 0.01 0.22 0.30 0.764
N -0.251800 2.174835 0.972167 0.08 -0.07 -0.11 -0.353
S -1.750249 1.749632 1.035844 -0.24 0.09 0.14 0.889
N -2.125671 0.464428 1.779788 0.03 -0.07 -0.12 -0.355
S -1.228748 -0.875818 2.017747 0.06 -0.08 -0.14 0.774
N 0.102504 -1.046284 1.417383 -0.14 0.00 0.12 -0.404
C -2.450540 -2.107011 1.625804 0.04 0.02 0.02 -0.347
C -3.769772 -1.973226 2.047047 -0.02 0.06 0.02 -0.065
C -4.673022 -2.969750 1.723528 0.00 0.01 0.00 -0.043
C -4.259077 -4.076137 0.986796 0.02 0.00 0.00 -0.033
C -2.940766 -4.194316 0.575011 -0.01 0.00 -0.02 -0.036
C -2.022134 -3.204526 0.901430 -0.01 0.00 0.00 -0.070
C -1.141128 -0.868904 3.790859 0.16 0.02 -0.03 -0.302
C -0.646743 0.280165 4.395741 0.02 0.01 -0.02 -0.066
C -0.454142 0.285486 5.765402 -0.01 0.02 0.00 -0.049
C -0.762467 -0.843609 6.516063 -0.01 -0.02 -0.01 -0.045
C -1.263245 -1.979922 5.899738 -0.01 0.03 0.04 -0.043
C -1.452881 -2.000482 4.524822 -0.03 -0.01 -0.03 -0.063
C -2.557835 3.039292 1.928644 0.05 0.05 -0.08 -0.319
C -3.921324 2.894934 2.160392 -0.01 -0.03 0.02 -0.049
C -4.583141 3.903122 2.836465 0.01 0.00 0.00 -0.038
C -3.885599 5.027290 3.268064 0.00 -0.01 0.00 -0.037
C -2.525342 5.149997 3.029542 0.00 0.00 0.01 -0.043
C -1.845134 4.150435 2.347050 0.03 -0.01 0.00 -0.055
C -2.543987 1.739642 -0.545822 0.12 0.04 -0.02 -0.324
C -2.740826 2.950756 -1.198440 -0.03 0.02 0.01 -0.059
C -3.330611 2.935839 -2.450997 -0.01 -0.01 0.01 -0.044
C -3.704440 1.727870 -3.028204 0.01 0.02 0.01 -0.036
C -3.498048 0.528341 -2.359364 -0.01 0.00 -0.01 -0.039
C -2.912980 0.525871 -1.103633 -0.03 -0.03 0.02 -0.052
C 0.504366 3.323954 -1.328368 0.00 -0.13 -0.12 -0.349
C 0.603975 4.574465 -0.731199 -0.01 0.01 0.06 -0.067
C 0.458896 5.699986 -1.522886 -0.01 0.00 -0.01 -0.042
C 0.213989 5.564772 -2.886576 0.00 -0.01 0.00 -0.039
C 0.118026 4.307790 -3.465156 0.00 0.01 -0.01 -0.045
C 0.268006 3.170065 -2.684051 0.03 -0.01 0.00 -0.069
C 2.269659 1.989782 0.411480 0.01 -0.02 -0.07 -0.330
C 2.491922 1.393160 1.646023 0.00 0.01 0.01 -0.079
C 3.787473 1.353170 2.138104 0.01 0.01 0.00 -0.043
C 4.833655 1.896367 1.402818 -0.01 -0.01 0.00 -0.045
C 4.595082 2.482527 0.166439 -0.01 0.00 0.00 -0.053
C 3.305559 2.528321 -0.342091 0.01 -0.02 -0.04 -0.067
H -4.079746 -1.106719 2.616379 0.00 0.00 0.00 0.118
H -5.702722 -2.886896 2.043506 0.00 0.00 0.00 0.119
H -4.972736 -4.848935 0.734739 0.00 -0.01 0.00 0.121
H -2.624850 -5.054947 0.001674 0.00 -0.02 -0.02 0.091
H -0.985457 -3.279507 0.605743 0.03 -0.02 -0.01 0.055
H -0.422336 1.161223 3.805658 0.01 0.00 -0.01 0.101
H -0.073847 1.172999 6.252461 0.00 0.01 0.00 0.116
H -0.621930 -0.830729 7.588284 0.01 0.00 0.00 0.118
H -1.516000 -2.851142 6.488431 0.00 -0.01 -0.01 0.120
H -1.856550 -2.879301 4.044069 -0.02 -0.05 -0.02 0.109
H -4.449953 2.013445 1.821239 -0.01 0.00 -0.01 0.122
H -5.643252 3.814694 3.028574 -0.01 0.00 0.00 0.121
H -4.410731 5.812438 3.794754 0.00 0.00 0.01 0.121
H -1.989030 6.023188 3.374225 0.00 0.00 0.00 0.119
H -0.784234 4.222169 2.155336 -0.01 0.01 0.00 0.098
H -2.454515 3.887532 -0.735254 0.00 0.00 0.00 0.126
H -3.507216 3.867014 -2.971485 0.00 0.00 0.00 0.121
H -4.172292 1.723587 -4.003597 -0.01 0.00 0.00 0.120
H -3.804354 -0.405373 -2.810550 0.00 -0.01 0.00 0.119
H -2.760826 -0.400409 -0.564572 0.00 0.00 0.00 0.102
H 0.801325 4.665893 0.329233 0.00 0.00 0.00 0.115
H 0.540175 6.683687 -1.081309 0.00 0.00 0.01 0.120
H 0.104553 6.448560 -3.500464 -0.01 0.01 0.00 0.120
H -0.071067 4.210458 -4.525496 0.00 0.00 -0.01 0.120
H 0.190633 2.176261 -3.103473 -0.02 0.01 -0.01 0.096
H 1.672109 0.957043 2.199316 -0.02 0.00 0.02 0.080
H 3.980077 0.900129 3.101128 -0.01 -0.01 0.00 0.119
H 5.840436 1.866921 1.797218 0.00 0.00 0.01 0.119
H 5.410674 2.913413 -0.398372 0.00 0.00 0.00 0.119
H 3.112237 2.989022 -1.303346 0.00 0.01 0.01 0.117
C 0.878410 -4.360122 3.172992 -0.01 -0.08 0.02 -0.392
S 1.138069 -5.988041 2.439906 0.18 -0.11 0.11 0.878
C 0.569117 -5.803182 0.796946 0.16 0.19 0.04 -0.995
C 0.858978 -4.844551 -0.117727 -0.91 0.09 -0.26 -1.103
S 1.973381 -3.560931 0.108874 0.76 1.52 -0.09 0.620
S 0.091403 -5.055879 -1.687763 0.10 0.06 -0.06 0.882
C -0.657669 -6.596638 -1.401536 -0.02 -0.09 0.18 -1.496
S -1.527258 -7.428309 -2.485881 -0.01 0.08 -0.03 0.640
S -0.395259 -7.135053 0.239862 -0.08 -0.13 -0.04 0.937
H 1.195861 -4.477951 4.208338 -0.03 0.02 0.01 0.047
H -0.177884 -4.120329 3.145749 -0.10 0.09 0.00 0.014
H 1.466846 -3.585717 2.692185 -0.01 0.00 0.02 -0.012
C 4.409812 -2.699111 -4.189927 0.03 -0.08 -0.03 -0.159
N 2.981600 -2.782288 -4.499057 0.08 0.14 0.07 -0.134
C 2.594759 -1.625630 -5.304764 -0.03 -0.03 -0.08 -0.166
N 2.932622 -0.341938 -4.685828 0.10 -0.10 0.09 -0.135
C 4.363154 -0.328556 -4.370705 0.02 0.04 -0.02 -0.167
N 4.786489 -1.447424 -3.527335 -0.13 0.01 -0.03 -0.135
C 4.277372 -1.356815 -2.165507 0.10 0.01 0.27 -0.267
P 2.438211 -1.403994 -2.235892 -0.26 -0.12 -0.41 0.883
C 2.192562 -2.898713 -3.283728 -0.04 -0.11 0.03 -0.331
C 2.139935 -0.093650 -3.490523 -0.02 0.21 0.09 -0.317
H 4.964447 -2.762132 -5.126245 0.01 0.00 0.01 0.139
H 4.695137 -3.543518 -3.561617 0.00 0.00 0.00 0.138
H 1.520887 -1.661761 -5.493927 0.00 0.00 -0.01 0.135
H 3.115420 -1.689617 -6.260353 0.00 0.01 0.00 0.138
H 4.617303 0.612643 -3.879960 -0.01 0.00 0.00 0.132
H 4.917452 -0.390422 -5.307315 0.00 0.01 0.00 0.138
H 4.602682 -0.425548 -1.695364 0.01 0.00 -0.02 0.095
H 4.650030 -2.187288 -1.562713 -0.02 -0.01 -0.01 0.102
H 1.130813 -3.009509 -3.513656 0.02 0.04 -0.06 0.082
H 2.505111 -3.779434 -2.721840 -0.02 0.03 0.00 0.058
H 2.413000 0.872967 -3.060354 -0.03 -0.01 0.00 0.078
H 1.073061 -0.053786 -3.718243 0.02 -0.05 -0.04 0.091

---

No. 2
11
Properties=species:S:1:pos:R:3:forces:R:3:lowdin_charge:R:1 method="wB97M-V/def2-TZVPD" homo_lumo_gap_ev=8.56 lumo_energy_ev=-0.52 smiles="OC/C(=N/I)NI" relative_energy_kcal_mol=23.6
O -0.731335 2.174082 -0.247742 -2.05 -2.51 -0.64 -0.030
C -0.980827 0.749613 -0.108741 0.76 0.74 -1.30 -0.204
C 0.367912 -0.060822 0.037428 -2.11 -0.80 -2.13 -0.675
N 1.458935 0.503340 0.234405 2.14 1.53 0.12 -0.349
I 3.233759 -0.618764 0.078182 -0.84 0.45 0.30 0.750
N 0.212408 -1.383784 -0.182134 0.02 -0.81 -0.42 -0.536
I -1.384440 -2.522555 0.075950 -0.85 -0.29 0.06 0.909
H -0.123270 2.199856 0.435741 2.51 1.61 2.11 0.017
H -1.363580 0.358817 0.810578 -1.47 0.86 1.07 0.066
H -1.722441 0.553400 -0.931975 1.33 -0.73 0.65 0.131
H 1.032880 -1.953181 -0.201692 0.57 -0.05 0.16 -0.078

---

no.,strongest force on any atom (hartree/bohr)
1,0.0331
2,0.0710